{"formula": "C23H26NO4", "method": "the ωB97M-V functional and the def2-TZVPD basis", "elements": ["C", "O", "C", "C", "C", "O", "H", "H", "H", "H", "H", "H", "C", "C", "C", "C", "O", "C", "C", "N", "C", "C", "C", "C", "C", "C", "C", "C", "C", "C", "C", "C", "C", "O", "H", "H", "H", "H", "H", "H", "H", "H", "H", "H", "H", "H", "H", "H", "H", "H", "H", "H", "H", "H"], "coordinates": [[2.2685, 0.0261, 1.9645], [1.1239, -0.7313, 2.1655], [0.0338, 0.0588, 1.9320], [-1.2830, -0.5454, 2.1301], [-1.4000, -1.8271, 2.3957], [0.1082, 1.2190, 1.5758], [3.1543, -0.6032, 2.0490], [2.2147, 0.4695, 0.9693], [2.2956, 0.8181, 2.7146], [-2.1433, 0.0932, 2.0505], [-2.3426, -2.3005, 2.5665], [-0.5197, -2.4302, 2.4496], [2.4286, -3.3617, 6.5705], [1.6730, -4.5030, 5.8898], [1.2366, -4.0748, 4.4897], [2.5245, -5.7673, 5.8128], [0.4765, -4.8577, 6.6482], [-0.3500, -3.7830, 7.0239], [-1.6391, -3.7914, 6.3705], [-2.5498, -2.8992, 6.5915], [-3.7363, -2.8865, 5.9381], [-4.6477, -1.8024, 6.2240], [-5.9879, -1.8249, 5.8095], [-6.8573, -0.8447, 6.2232], [-6.4267, 0.1961, 7.0256], [-5.1008, 0.2542, 7.4131], [-4.2276, -0.7386, 7.0327], [-4.0461, -3.8857, 4.9104], [-4.4292, -3.4574, 3.6285], [-4.5307, -4.3555, 2.5952], [-4.3168, -5.7053, 2.8177], [-3.9918, -6.1598, 4.0856], [-3.8558, -5.2676, 5.1224], [0.0077, -2.8753, 7.7701], [2.7535, -3.6497, 7.5688], [3.2952, -3.0579, 5.9865], [1.7747, -2.4963, 6.6776], [0.5477, -4.8077, 4.0790], [0.7341, -3.1116, 4.5290], [2.0863, -3.9881, 3.8181], [1.9312, -6.5722, 5.3854], [3.4101, -5.6233, 5.1983], [2.8299, -6.0727, 6.8113], [-1.7773, -4.5193, 5.5853], [-6.3428, -2.6425, 5.2051], [-7.8913, -0.8986, 5.9386], [-7.1246, 0.9452, 7.3647], [-4.7447, 1.0721, 8.0179], [-3.2038, -0.7314, 7.3698], [-4.5669, -2.4026, 3.4524], [-4.7301, -3.9975, 1.5982], [-4.3657, -6.3983, 1.9928], [-3.8076, -7.2133, 4.2544], [-3.5755, -5.6268, 6.1032]], "forces_ev_per_a": [[1.4, 0.6, -0.2], [-1.8, 0.0, -0.1], [-0.5, 0.8, -0.2], [0.2, -0.5, 0.2], [-0.1, -0.4, 0.1], [0.5, -0.5, 0.2], [-0.2, -0.2, 0.1], [0.4, 0.2, 0.1], [0.3, 0.1, -0.2], [0.0, 0.4, 0.0], [-0.4, -0.2, 0.1], [0.4, -0.4, 0.1], [0.0, 0.1, 0.0], [0.0, 0.3, 0.1], [-0.1, 0.0, 0.1], [-0.5, 0.0, 0.3], [0.3, 0.3, 0.1], [-1.0, 1.7, -0.2], [1.5, -1.5, -0.4], [-2.2, 0.8, -0.2], [1.6, -0.1, 0.8], [0.0, -0.2, 0.2], [0.3, -0.1, 0.1], [-0.1, 0.2, 0.1], [-0.4, 0.3, 0.1], [0.1, -0.1, 0.0], [0.1, 0.2, 0.0], [-0.1, -0.2, -0.3], [0.4, -0.2, 0.6], [-0.1, -0.2, -0.3], [0.1, -0.2, -0.3], [-0.1, -0.2, -0.2], [-0.3, 0.6, 0.1], [0.3, -1.2, 0.0], [0.0, 0.0, 0.0], [0.2, -0.2, -0.2], [0.2, -0.1, 0.0], [-0.1, -0.1, -0.1], [-0.1, 0.1, 0.0], [0.2, 0.0, -0.1], [0.0, -0.1, -0.1], [0.1, 0.2, -0.1], [0.1, 0.0, 0.1], [0.3, -0.4, 0.0], [-0.1, -0.1, -0.1], [-0.4, 0.0, -0.1], [-0.1, 0.2, 0.0], [0.0, 0.2, 0.2], [0.1, 0.0, 0.0], [-0.1, 0.2, 0.0], [-0.2, 0.0, -0.2], [-0.1, -0.1, -0.1], [0.0, -0.1, 0.0], [0.0, 0.1, 0.0]], "nbo_charge": [-0.2566, -0.4999, 0.7448, -0.3279, -0.2676, -0.6028, 0.1863, 0.1888, 0.1878, 0.2250, 0.2150, 0.2048, -0.6441, 0.2680, -0.6415, -0.6140, -0.5785, 0.7226, -0.2808, -0.3212, -0.0645, 0.0611, -0.2673, -0.2173, -0.2839, -0.1993, -0.2473, -0.0428, -0.2256, -0.2295, -0.2484, -0.2411, -0.1469, -0.6523, 0.2116, 0.1872, 0.2527, 0.2152, 0.2226, 0.1974, 0.2101, 0.1991, 0.2102, 0.1481, 0.2048, 0.1918, 0.1909, 0.1941, 0.2384, 0.2129, 0.1988, 0.1966, 0.2002, 0.2141], "gap_ev": 5.44, "charge": -1, "mol_weight_g_mol": 380.46}

{"formula": "C50H41BrIN6O2SSiTa", "method": "the ωB97M-V functional and the def2-TZVPD basis", "elements": ["Ta", "N", "C", "S", "N", "N", "C", "C", "C", "C", "C", "C", "C", "C", "C", "C", "C", "C", "N", "H", "H", "H", "H", "H", "H", "H", "H", "H", "H", "H", "C", "C", "C", "C", "C", "C", "C", "C", "H", "H", "H", "H", "H", "C", "H", "H", "H", "C", "C", "C", "C", "C", "C", "Si", "C", "C", "C", "C", "C", "C", "C", "C", "C", "C", "C", "C", "H", "H", "H", "H", "H", "H", "H", "H", "H", "H", "H", "H", "H", "H", "H", "I", "C", "C", "N", "N", "C", "H", "H", "H", "Br", "C", "C", "C", "C", "C", "C", "C", "O", "O", "H", "H", "H", "H"], "coordinates": [[-0.5611, 0.0312, -0.1267], [1.1579, -3.0247, 2.7581], [1.0672, -2.4566, 1.5389], [1.5880, -0.8035, 1.3948], [0.7459, -3.1627, 0.5085], [0.5229, -2.5354, -0.6548], [0.9997, -3.0461, -1.7413], [1.9632, -4.1744, -1.6986], [1.5919, -5.4234, -1.2146], [2.5379, -6.4245, -1.0793], [3.8619, -6.1836, -1.4084], [4.2406, -4.9341, -1.8692], [3.2970, -3.9347, -2.0185], [0.6445, -2.4413, -3.0160], [1.0516, -3.0327, -4.2185], [0.7414, -2.4090, -5.4104], [0.0024, -1.2361, -5.3766], [-0.4013, -0.7490, -4.1419], [-0.0824, -1.3168, -2.9927], [1.3601, -2.4362, 3.5462], [0.7709, -3.9412, 2.9088], [0.5618, -5.6003, -0.9406], [2.2439, -7.3917, -0.6953], [4.5937, -6.9709, -1.2995], [5.2778, -4.7344, -2.0938], [3.5944, -2.9544, -2.3617], [1.5975, -3.9632, -4.2085], [1.0622, -2.8347, -6.3505], [-0.2483, -0.7059, -6.2820], [-0.9886, 0.1577, -4.0727], [-1.6905, -0.9823, 1.3778], [-2.5056, -1.5127, 2.1139], [-3.5631, -2.0134, 2.9154], [-4.3249, -1.1028, 3.6533], [-5.4375, -1.5244, 4.3513], [-5.8060, -2.8610, 4.3292], [-5.0409, -3.7775, 3.6241], [-3.9209, -3.3622, 2.9274], [-4.0353, -0.0625, 3.6598], [-6.0231, -0.8038, 4.9052], [-6.6866, -3.1821, 4.8646], [-5.3220, -4.8210, 3.6079], [-3.3216, -4.0778, 2.3826], [-2.5475, 1.2355, -0.3891], [-2.6137, 2.0700, 0.3067], [-3.4447, 0.6387, -0.2382], [-2.5767, 1.6618, -1.3910], [4.6767, 3.9015, 0.3169], [3.5592, 4.6516, -0.0039], [2.2946, 4.1535, 0.2483], [2.1059, 2.8884, 0.8041], [3.2455, 2.1341, 1.0904], [4.5138, 2.6401, 0.8643], [0.3401, 2.2702, 1.2343], [0.2375, 1.7759, 3.0658], [1.3553, 1.8075, 3.8907], [1.3025, 1.3125, 5.1813], [0.1188, 0.7965, 5.6797], [-1.0148, 0.7912, 4.8827], [-0.9524, 1.2684, 3.5870], [-0.8105, 3.7525, 0.9043], [-1.5453, 4.3566, 1.9178], [-2.3528, 5.4515, 1.6640], [-2.4455, 5.9686, 0.3832], [-1.7234, 5.3795, -0.6410], [-0.9176, 4.2886, -0.3775], [5.6643, 4.3092, 0.1573], [3.6672, 5.6365, -0.4338], [1.4356, 4.7691, 0.0283], [3.1398, 1.1439, 1.5077], [5.3823, 2.0536, 1.1253], [2.2805, 2.2159, 3.5143], [2.1888, 1.3210, 5.7987], [0.0763, 0.4066, 6.6873], [-1.9453, 0.4036, 5.2723], [-1.8348, 1.2414, 2.9621], [-1.4789, 3.9603, 2.9192], [-2.9185, 5.9050, 2.4657], [-3.0738, 6.8262, 0.1859], [-1.7887, 5.7714, -1.6458], [-0.3619, 3.8419, -1.1863], [-4.9888, -5.1634, -0.5620], [-4.0710, -3.4056, -1.1956], [-4.6335, -2.4135, -1.9710], [-3.6822, -1.4704, -2.0982], [-2.5640, -1.7915, -1.4548], [-2.7746, -2.9670, -0.9001], [-5.6015, -2.3396, -2.4251], [-3.7426, -0.5923, -2.5927], [-2.0160, -3.4542, -0.3250], [5.6225, 1.1442, -2.2740], [4.0894, 2.1762, -2.7084], [4.2405, 3.3652, -3.4015], [3.1150, 4.1072, -3.7187], [1.8561, 3.6368, -3.3932], [1.7202, 2.4258, -2.7262], [2.8445, 1.7026, -2.3498], [0.3700, 1.8583, -2.4291], [-0.6246, 2.1777, -3.0614], [0.3297, 1.0034, -1.4735], [5.2291, 3.6908, -3.6890], [3.2240, 5.0504, -4.2324], [0.9716, 4.1978, -3.6503], [2.7365, 0.7768, -1.8052]], "forces_ev_per_a": [[-0.2, -1.4, 1.0], [0.0, -0.1, 0.1], [0.2, 0.2, -0.7], [-0.9, 1.1, -0.4], [-0.2, -1.5, 0.8], [-0.3, 1.5, -0.6], [0.0, 0.0, 1.2], [0.1, -0.2, 0.3], [0.0, 0.0, -0.2], [-0.1, -0.1, 0.0], [0.0, -0.1, 0.0], [0.1, -0.1, 0.0], [-0.2, 0.1, 0.0], [-0.2, 0.3, -0.9], [-0.1, 0.1, 0.3], [-0.2, 0.2, -0.1], [0.1, -0.2, -0.1], [-0.1, 0.2, -0.2], [0.3, -0.2, 0.3], [-0.1, 0.0, 0.0], [0.0, 0.0, -0.1], [0.0, 0.0, 0.1], [0.0, 0.0, 0.0], [0.1, 0.0, 0.0], [0.1, 0.0, -0.1], [0.0, 0.1, 0.0], [0.1, 0.0, 0.0], [0.0, 0.0, 0.0], [-0.1, 0.0, -0.1], [0.0, 0.0, -0.1], [-0.3, -0.2, 0.3], [0.5, 0.2, -0.3], [-0.3, -0.1, 0.2], [0.1, 0.0, 0.0], [-0.1, 0.0, 0.1], [0.0, 0.0, 0.0], [0.0, 0.0, 0.0], [0.1, 0.0, -0.1], [0.0, 0.1, -0.1], [0.0, 0.0, 0.0], [-0.1, -0.1, 0.0], [0.0, -0.1, 0.0], [0.0, 0.0, -0.1], [1.2, -0.5, 0.4], [0.0, 0.0, 0.0], [0.1, -0.4, 0.1], [0.2, 0.1, -0.2], [0.0, 0.1, 0.0], [0.1, 0.1, 0.0], [-0.3, 0.0, 0.1], [-0.5, -0.3, 0.1], [-0.1, 0.0, 0.0], [0.1, 0.0, 0.1], [-0.5, -0.3, 0.3], [0.0, 0.3, -0.4], [0.0, 0.1, 0.0], [0.1, 0.0, 0.2], [0.0, 0.0, 0.1], [-0.1, -0.1, 0.1], [0.0, 0.2, -0.1], [0.4, -0.3, 0.0], [0.1, -0.2, 0.1], [-0.2, 0.2, 0.0], [0.0, 0.0, 0.1], [0.0, 0.1, -0.1], [0.0, -0.1, 0.0], [0.1, 0.0, -0.1], [0.0, 0.1, 0.0], [0.0, 0.1, 0.0], [0.1, 0.0, 0.1], [0.1, -0.1, 0.0], [0.2, 0.0, 0.0], [0.1, 0.0, 0.1], [0.0, 0.0, 0.1], [-0.1, -0.1, 0.0], [-0.1, 0.0, 0.0], [0.0, 0.0, 0.2], [0.0, 0.0, 0.1], [0.0, 0.0, 0.0], [0.0, 0.0, -0.1], [0.0, 0.0, -0.2], [0.2, 0.3, -0.2], [-0.5, -0.3, 0.0], [0.1, -0.3, 0.2], [-0.3, 0.1, -0.1], [0.8, 0.6, 0.3], [-0.3, -0.1, -0.3], [-0.1, 0.1, -0.1], [0.1, -0.1, 0.2], [0.2, 0.0, 0.2], [-0.1, 0.1, 0.0], [0.2, -0.1, 0.0], [0.1, -0.1, 0.1], [0.0, 0.0, 0.0], [-0.2, -0.1, 0.0], [0.0, -0.1, 0.1], [0.0, 0.0, 0.0], [-0.3, 1.9, -2.3], [0.6, -0.1, 0.3], [0.3, -0.6, 0.1], [0.0, 0.1, 0.0], [0.0, 0.1, -0.1], [-0.1, 0.0, -0.1], [0.0, -0.1, 0.1]], "lowdin_charge": [1.5741, 0.0974, -0.8645, 0.6399, -0.0225, -0.0043, -0.1895, -0.1980, -0.0326, -0.0763, -0.0877, -0.0769, -0.0308, -0.2127, 0.0019, -0.0531, -0.0439, -0.1300, 0.0942, 0.0819, 0.1022, 0.1134, 0.1026, 0.1010, 0.1032, 0.1210, 0.1151, 0.1092, 0.1047, 0.0965, -0.2213, -0.0931, -0.2448, -0.0362, -0.0808, -0.0878, -0.0871, -0.0510, 0.1089, 0.1039, 0.1001, 0.1023, 0.0988, -0.2321, -0.0233, -0.0174, -0.0139, -0.0953, -0.0829, -0.0931, -0.2575, -0.1419, -0.1045, 0.7159, -0.3252, -0.1119, -0.0885, -0.0934, -0.0835, -0.1368, -0.2992, -0.0909, -0.0836, -0.0893, -0.0748, -0.1287, 0.1041, 0.1047, 0.0874, 0.0190, 0.1007, 0.0893, 0.0995, 0.0982, 0.0947, 0.0821, 0.0938, 0.1006, 0.0995, 0.1038, 0.0784, 0.8397, -0.7408, -0.1406, -0.0034, 0.0011, -0.2211, 0.1141, 0.1581, 0.0887, 0.7519, -0.6624, -0.1172, -0.0623, -0.0103, -0.1294, -0.0635, -0.5825, 0.0727, -0.2881, 0.1030, 0.1085, 0.1208, 0.1119], "e_above_lowest_kcal_mol": 90.4, "gap_ev": 7.11, "mol_weight_g_mol": 1205.83}

{"formula": "C12H44N2O10", "method": "the ωB97M-V functional and the def2-TZVPD basis", "elements": ["C", "O", "H", "H", "H", "H", "C", "O", "H", "H", "H", "H", "C", "O", "H", "H", "H", "H", "C", "O", "H", "H", "H", "H", "C", "O", "H", "H", "H", "H", "C", "O", "H", "H", "H", "H", "C", "O", "H", "H", "H", "H", "C", "O", "H", "H", "H", "H", "C", "C", "C", "O", "H", "H", "H", "H", "H", "H", "H", "H", "C", "O", "N", "N", "H", "H", "H", "H"], "coordinates": [[-1.9990, 3.9476, -0.4932], [-1.8504, 2.6398, 0.1306], [-1.3665, 3.9886, -1.3824], [-3.0899, 4.1208, -0.7731], [-1.7212, 4.7301, 0.1796], [-1.1424, 2.7872, 0.7855], [0.9844, 1.9148, -1.8621], [1.1978, 3.3388, -1.9753], [0.4853, 1.8102, -0.9488], [0.2660, 1.6152, -2.6319], [1.8829, 1.2958, -1.9210], [1.4648, 3.5474, -2.8746], [4.2013, 1.8926, 1.0373], [3.3822, 0.9206, 0.3532], [5.2405, 1.5969, 1.0728], [4.0851, 2.7996, 0.3519], [3.7931, 2.0583, 2.0265], [3.3379, 0.1099, 0.8637], [-4.5255, 0.0719, 1.4157], [-4.4606, 0.9827, 0.3414], [-5.4531, -0.5283, 1.3770], [-3.7685, -0.7291, 1.2941], [-4.3701, 0.5625, 2.4074], [-3.6116, 1.5046, 0.4545], [1.4338, -4.2464, -1.7117], [1.7552, -3.9228, -0.3713], [0.4414, -4.7333, -1.8304], [1.4680, -3.2947, -2.2467], [2.1881, -4.9387, -2.0510], [1.1359, -4.3252, 0.2677], [-4.0739, 0.4720, -3.1430], [-4.1527, 1.7330, -2.5743], [-5.0659, 0.0079, -3.3714], [-3.5396, 0.6228, -4.0424], [-3.4339, -0.1685, -2.4943], [-4.4822, 1.6453, -1.6897], [1.5781, 4.2017, 1.1531], [0.6042, 3.5755, 2.0477], [0.9992, 4.9746, 0.6014], [2.4876, 4.5259, 1.7498], [1.8982, 3.4028, 0.4418], [0.8857, 2.7193, 2.2939], [3.3766, -1.0871, -3.1165], [2.7601, -1.1718, -1.8403], [3.8016, -0.0895, -3.3784], [4.2239, -1.8163, -3.2014], [2.6116, -1.3563, -3.9107], [3.0536, -0.4707, -1.2496], [-0.4795, -1.2492, -0.3149], [0.3748, -0.5494, 0.6920], [-0.4425, -0.2187, 1.9383], [1.4908, -1.4054, 1.0349], [-1.1370, -0.4510, -0.6537], [-0.9927, -2.0982, 0.1852], [0.1740, -1.5908, -1.0883], [0.7321, 0.3859, 0.2204], [0.1669, -0.1708, 2.8487], [-1.0919, -1.1115, 2.2171], [-1.0084, 0.6639, 1.8211], [1.5513, -2.1010, 0.3313], [-0.3914, -4.3656, 2.6901], [-0.3557, -4.6433, 1.4958], [-1.3504, -4.9088, 3.5135], [0.3120, -3.3429, 3.2711], [-1.8983, -5.6127, 3.0525], [-1.2433, -4.9591, 4.5075], [-0.1240, -2.8435, 4.0190], [0.7962, -2.6654, 2.6572]], "forces_ev_per_a": [[-1.5, -0.8, -0.8], [0.2, 0.9, 0.3], [-0.2, 0.1, 0.0], [1.4, -0.5, 0.3], [0.3, 0.5, 0.6], [-0.3, -0.2, -0.1], [-0.1, 0.9, -1.7], [0.4, -0.4, 0.0], [-0.5, -0.3, 1.4], [0.1, -0.2, 0.0], [0.0, 0.3, 0.1], [0.0, -0.1, 0.0], [-1.1, 0.6, -2.0], [0.4, 0.2, 0.0], [0.3, -0.1, 0.1], [0.4, -1.0, 1.4], [0.1, 0.4, 0.3], [-0.2, -0.3, 0.3], [0.4, -1.1, 0.3], [1.2, 1.0, 0.2], [0.0, 0.9, 0.1], [0.1, 0.5, 0.2], [-0.4, -0.4, -0.7], [-1.1, -0.7, -0.3], [-0.5, 0.1, 0.4], [-0.3, 0.1, 0.9], [0.5, 0.4, 0.2], [0.0, -0.3, -0.4], [0.2, -0.2, -0.6], [0.0, 0.1, -0.3], [0.0, -1.0, 0.8], [-0.2, 1.2, -0.2], [0.7, 0.2, 0.3], [0.5, -0.2, -1.2], [-0.6, -0.1, -0.4], [-0.3, -0.1, 0.9], [0.0, -1.4, 0.3], [-0.5, 1.9, -0.7], [0.9, -0.3, 0.5], [-1.2, 0.1, -0.8], [-0.1, 0.9, 0.2], [0.7, -1.4, 0.3], [0.2, -0.4, -1.0], [-0.1, 0.0, -0.3], [-0.5, -0.5, 0.4], [-0.7, 0.5, 0.1], [0.8, 0.3, 0.9], [0.2, 0.2, -0.1], [-0.5, 0.2, 0.8], [0.5, -0.1, 0.5], [0.5, -2.5, 1.0], [-0.3, 0.1, -0.2], [-0.6, -0.5, -0.5], [0.1, 0.5, -0.6], [0.1, -0.3, -0.9], [0.2, -0.5, 0.5], [0.3, 0.6, -0.3], [0.3, 1.1, -0.7], [-0.8, 0.9, -0.1], [0.2, 0.3, 0.5], [-1.2, 1.4, -0.2], [0.6, -0.3, 0.3], [0.1, -0.3, -0.5], [1.1, 0.6, -0.6], [0.0, -0.2, 0.2], [0.1, 0.0, 0.1], [-0.3, -0.2, 0.5], [-0.2, -0.9, 0.0]], "nbo_charge": [-0.2571, -0.7748, 0.1886, 0.1855, 0.1708, 0.4896, -0.2507, -0.7432, 0.1799, 0.1708, 0.1753, 0.4662, -0.2492, -0.7665, 0.1747, 0.1898, 0.1674, 0.4906, -0.2481, -0.7651, 0.1825, 0.1586, 0.1652, 0.5031, -0.2475, -0.7776, 0.1709, 0.1826, 0.1676, 0.5107, -0.2376, -0.7341, 0.1548, 0.1716, 0.1592, 0.4834, -0.2610, -0.7589, 0.2003, 0.1705, 0.1893, 0.4669, -0.2556, -0.7544, 0.1696, 0.1690, 0.1758, 0.4950, -0.6350, 0.0874, -0.6385, -0.7997, 0.2185, 0.2133, 0.2205, 0.1707, 0.2066, 0.2029, 0.2145, 0.5204, 0.7889, -0.6882, -0.8477, -0.8584, 0.4036, 0.3928, 0.3810, 0.4319], "e_above_lowest_kcal_mol": 0.0, "gap_ev": 10.20, "mol_weight_g_mol": 376.49, "smiles": "NC(N)=O.CC(C)O.CO.CO.CO.CO.CO.CO.CO.CO"}

{"formula": "C3H3LiO2Tm", "method": "the ωB97M-V functional and the def2-TZVPD basis", "elements": ["H", "O", "C", "C", "C", "O", "Li", "Tm", "H", "H"], "coordinates": [[-2.8971, 0.0932, -1.3959], [0.4982, 0.3501, -0.1143], [-0.5784, -0.4181, -0.0632], [-1.0268, -1.2358, -1.0455], [-1.7950, 0.2518, -1.4353], [-1.3457, 1.2863, -1.9106], [0.1970, 1.7667, -1.3283], [2.7211, -0.1083, 0.5893], [-0.4514, -2.0343, -1.5127], [-0.7224, -1.6885, 0.3547]], "forces_ev_per_a": [[0.7, 0.2, 0.6], [3.2, 1.0, 1.2], [1.2, -3.3, 1.5], [-0.5, 2.0, -2.4], [-3.0, -2.4, -1.5], [0.4, -1.0, 0.5], [0.4, 0.6, 0.0], [-1.5, 0.1, -0.1], [-0.5, 0.2, -0.8], [-0.4, 2.5, 1.1]], "nbo_charge": [0.2192, -1.0901, 0.1162, -0.3864, 0.3730, -0.6457, 0.9530, 1.8851, 0.2601, 0.3156], "e_above_lowest_kcal_mol": 48.0, "gap_ev": [4.72, 5.94], "charge": 2, "spin_multiplicity": 4, "s_squared": 3.77, "mol_weight_g_mol": 246.93}